1.
ORCA calculation (ωB97M-V/def2-TZVPD) on a 3-piece molecular cluster, C3H12N3S overall.

Summary:
* LUMO: -0.1284 Ha
* total charge: +1
* relative energy (zero: lowest compared OMol25 entry of this formula, charge and spin): 593.02 kJ/mol
* HOMO level: -12.50 eV

Structure (XYZ):
```
19
C3H12N3S, DFT ωB97M-V/def2-TZVPD
C 2.15 0.76 2.65
C -0.03 -2.46 -0.43
C -1.56 -0.77 -1.15
N -2.18 1.53 -1.25
N -1.22 0.42 -1.16
N 0.89 -2.87 -1.25
S 0.95 1.18 1.38
H 3.15 1.13 2.45
H 1.98 -0.31 2.88
H 1.90 1.27 3.68
H 0.32 -1.98 0.43
H -0.96 -2.95 -0.47
H -2.70 -0.90 -1.09
H -3.11 1.08 -1.50
H -2.14 2.42 -0.86
H -0.39 0.96 -0.88
H -0.12 0.78 2.06
H 0.77 -3.38 -2.10
H 1.75 -2.34 -1.20
```

These are the Löwdin partial charges, in e, on atoms 1 to 6: -0.497 -0.003 0.025 0.059 -0.111 0.131

=====

2.
ORCA calculation (ωB97M-V/def2-TZVPD) on a 2-piece molecular cluster, C3H6S overall.

Summary:
* SMILES: C1=CC1.S
* LUMO: 0.0285 Ha
* relative energy (zero: lowest compared OMol25 entry of this formula, charge and spin): 290.06 kJ/mol
* HOMO level: -9.19 eV

Structure (XYZ):
```
10
C3H6S, DFT ωB97M-V/def2-TZVPD
C 1.50 0.63 0.17
C 1.52 -0.55 -0.68
C 1.20 -0.81 0.59
S -2.53 0.34 -0.10
H 2.37 1.14 0.60
H 0.73 1.42 0.11
H 1.55 -0.91 -1.65
H -3.15 -0.86 -0.53
H 0.58 -1.16 1.30
H -3.77 0.75 0.18
```

These are the Löwdin partial charges, in e, on atoms 1 to 6: -0.217 -0.053 -0.005 0.434 0.073 0.069

=====

3.
ORCA calculation (ωB97M-V/def2-TZVPD) on C2H3I2O3S as an isolated structure.

Summary:
* LUMO (spin up / spin down): 0.0982 / 0.1032 Ha
* total charge: -1
* relative energy (zero: lowest compared OMol25 entry of this formula, charge and spin): 203.90 kJ/mol
* HOMO level (spin up / spin down): -3.13 / -3.55 eV

Structure (XYZ):
```
11
C2H3I2O3S, DFT ωB97M-V/def2-TZVPD
C -0.76 1.31 0.19
C 0.59 0.76 0.49
O 1.13 -2.68 0.23
O -1.21 -2.03 -0.38
O 0.57 -1.99 -2.10
S 0.20 -2.06 -0.71
I 2.17 1.91 -0.43
I 0.81 0.34 2.53
H -1.69 1.01 0.80
H -1.09 0.98 -0.80
H -0.72 2.43 0.19
```

These are the Löwdin partial charges, in e, on atoms 1 to 6: -0.440 -1.407 -0.365 -0.346 -0.336 0.551

=====

4.
ORCA calculation (ωB97M-V/def2-TZVPD) on C6H9ClOS as an isolated structure.

Summary:
* LUMO: 0.0230 Ha
* relative energy (zero: lowest compared OMol25 entry of this formula, charge and spin): 0.00 kJ/mol
* HOMO level: -9.25 eV

Structure (XYZ):
```
18
C6H9ClOS, DFT ωB97M-V/def2-TZVPD
C 0.53 -0.64 -0.64
C -0.68 0.33 -0.49
C 1.56 -0.04 0.32
C -1.20 0.86 -1.80
C -1.77 -0.04 0.54
C 1.88 -0.70 1.65
O 0.62 -1.50 -1.44
S 0.49 1.58 0.26
Cl 3.03 0.16 -0.62
H -2.09 1.63 -1.64
H -1.67 0.00 -2.30
H -0.48 1.38 -2.43
H -2.21 0.70 1.10
H -1.27 -0.53 1.42
H -2.68 -0.58 0.10
H 2.47 -0.04 2.35
H 2.41 -1.54 1.46
H 1.07 -1.02 2.15
```

These are the Löwdin partial charges, in e, on atoms 1 to 6: -0.509 -0.697 -0.946 -0.110 -0.078 -0.103

=====

5.
ORCA calculation (ωB97M-V/def2-TZVPD) on a 2-piece molecular cluster, C5H12O2 overall.

Summary:
* LUMO (spin up / spin down): 0.0041 / 0.0041 Ha
* relative energy (zero: lowest compared OMol25 entry of this formula, charge and spin): 567.07 kJ/mol
* HOMO level (spin up / spin down): -7.74 / -7.75 eV

Structure (XYZ):
```
19
C5H12O2, DFT ωB97M-V/def2-TZVPD
C 1.00 0.89 -0.21
C 2.01 -0.20 0.04
O 1.61 -1.44 -0.55
C 0.33 -1.78 -0.15
C -0.73 -0.82 -0.60
O -1.40 0.56 0.79
C -2.30 1.48 0.21
H -0.41 0.80 0.50
H 1.01 1.22 -1.25
H 1.21 1.75 0.43
H 2.14 -0.35 1.13
H 3.00 0.00 -0.39
H 0.10 -2.74 -0.63
H 0.24 -1.92 0.94
H -0.59 -0.38 -1.59
H -1.74 -1.17 -0.41
H -3.21 0.95 -0.09
H -1.85 1.95 -0.68
H -2.57 2.26 0.92
```

These are the Löwdin partial charges, in e, on atoms 1 to 6: -0.127 -0.281 -0.149 -0.276 0.098 -0.213

=====

6.
ORCA calculation (ωB97M-V/def2-TZVPD) on an isolated ion of composition C5H6N and charge +1.

Summary:
* LUMO (spin up / spin down): -0.2383 / -0.2434 Ha
* total charge: +1
* relative energy (zero: lowest compared OMol25 entry of this formula, charge and spin): 726.20 kJ/mol
* HOMO level (spin up / spin down): -14.24 / -14.06 eV

Structure (XYZ):
```
12
C5H6N, DFT ωB97M-V/def2-TZVPD
C -2.37 0.28 -0.56
C 0.49 0.03 -0.20
C -0.60 -0.34 0.64
C -1.87 -0.91 -0.06
C 1.92 -0.01 0.14
N -1.71 0.58 0.57
H -3.21 0.86 -1.12
H 0.34 0.26 -1.20
H -0.39 -0.90 1.62
H 2.63 -0.32 -0.74
H 2.40 -0.56 0.97
H 2.38 1.01 -0.05
```

These are the Löwdin partial charges, in e, on atoms 1 to 6: 0.042 0.055 -0.272 0.174 -0.035 0.142

=====

7.
ORCA calculation (ωB97M-V/def2-TZVPD) on an isolated ion of composition C11H10NO2 and charge +1.

Summary:
* LUMO: -0.2447 Ha
* total charge: +1
* relative energy (zero: lowest compared OMol25 entry of this formula, charge and spin): 627.67 kJ/mol
* HOMO level: -12.45 eV

Structure (XYZ):
```
24
C11H10NO2, DFT ωB97M-V/def2-TZVPD
C 0.59 -4.09 0.02
C -0.79 -3.75 0.12
C 1.50 -3.05 0.18
C 1.14 3.02 0.80
C -1.17 -2.44 0.23
C 1.11 -1.74 0.28
C -0.13 2.19 0.66
C 1.25 3.75 -0.32
C -0.24 -1.40 0.24
C -0.74 2.74 -0.67
C -1.84 2.39 -1.28
N -0.66 -0.11 0.34
O 0.31 0.75 0.52
O 0.20 3.65 -1.16
H 1.01 -5.01 -0.15
H -1.58 -4.65 0.21
H 2.58 -3.23 -0.07
H 1.82 2.82 1.61
H -2.25 -2.20 0.17
H 1.93 -1.01 0.50
H -0.92 2.20 1.45
H 1.91 4.41 -0.63
H -2.67 1.80 -0.83
H -2.35 2.96 -2.21
```

These are the Löwdin partial charges, in e, on atoms 1 to 6: 0.027 -0.023 -0.043 0.023 0.014 0.030

=====

8.
ORCA calculation (ωB97M-V/def2-TZVPD) on C13H23BGaO3 as an isolated structure.

Summary:
* LUMO: 0.1126 Ha
* total charge: -1
* HOMO level: -4.07 eV

Structure (XYZ):
```
41
C13H23BGaO3, DFT ωB97M-V/def2-TZVPD
C -0.58 -4.55 -1.47
C -0.13 -3.68 -2.72
C -0.28 -2.14 -2.41
O 0.99 -1.45 -2.36
Ga 0.66 0.06 -1.21
C 2.43 0.98 -0.62
C 2.24 1.28 0.91
C 2.90 0.51 1.96
C 2.60 0.87 3.36
C 1.65 1.95 3.66
C 1.27 2.33 5.15
C 1.00 2.75 2.60
C 1.30 2.40 1.21
B -0.77 1.39 -1.96
O -0.69 2.83 -1.85
O -1.94 0.83 -2.60
C -3.09 0.92 -1.72
C -3.56 -0.50 -1.19
H -0.77 -5.61 -1.78
H 0.20 -4.45 -0.67
H -1.56 -4.18 -1.03
H -0.88 -3.92 -3.54
H 0.90 -3.92 -3.09
H -0.78 -2.00 -1.40
H -0.90 -1.62 -3.20
H 0.01 -0.58 0.14
H 2.57 1.95 -1.19
H 3.34 0.35 -0.81
H 3.60 -0.32 1.68
H 3.11 0.28 4.16
H 1.17 3.44 5.25
H 0.24 1.89 5.32
H 2.02 1.86 5.84
H 0.27 3.57 2.78
H 0.80 2.97 0.39
H -1.39 3.07 -1.19
H -2.91 1.61 -0.84
H -3.92 1.35 -2.36
H -3.44 -0.58 -0.07
H -4.66 -0.62 -1.40
H -3.02 -1.33 -1.71
```

These are the Löwdin partial charges, in e, on atoms 1 to 6: -0.143 -0.229 -0.382 -0.338 0.457 -0.230

=====

9.
ORCA calculation (ωB97M-V/def2-TZVPD) on a 2-piece molecular cluster, C5H13N2O overall.

Summary:
* LUMO (spin up / spin down): 0.0356 / -0.0491 Ha
* multiplicity: 2
* relative energy (zero: lowest compared OMol25 entry of this formula, charge and spin): 81.01 kJ/mol
* HOMO level (spin up / spin down): -8.81 / -8.88 eV

Structure (XYZ):
```
21
C5H13N2O, DFT ωB97M-V/def2-TZVPD
O 1.11 -0.29 0.17
C 0.86 0.91 0.29
C -0.39 1.55 0.08
C -1.48 0.99 -0.82
C -2.74 0.35 -0.19
C -2.40 -0.78 0.77
N -1.78 -1.88 0.00
N 5.69 -0.47 -0.05
H 1.66 1.61 0.58
H -0.48 2.56 0.45
H -1.13 0.28 -1.57
H -1.78 1.85 -1.42
H -3.43 1.06 0.29
H -3.33 -0.08 -1.00
H -3.21 -1.27 1.32
H -1.71 -0.49 1.57
H -0.78 -1.80 0.02
H -2.12 -2.80 0.21
H 6.50 0.05 0.24
H 5.83 -1.43 -0.29
H 5.09 0.08 -0.64
```

These are the Löwdin partial charges, in e, on atoms 1 to 6: 0.027 -0.311 0.010 -0.189 -0.202 -0.273

=====

The records above yield molecular weight values of 122.22 74.15 360.92 164.66 104.15 80.11 188.21 307.86 117.17 g/mol, respectively.
The records above yield electronic energy values of -683.540821 -515.955342 -1297.282579 -1167.589821 -347.988833 -248.339097 -629.950469 -2684.514302 -382.981069 a.u., respectively.